Version one
Molecular formula: CH5N3O2
Method: DFT, wB97M-V/def2-TZVPD

Element x y z (Å)
O  -0.461  1.792  0.068
O  1.644  -0.858  0.012
N  -1.993  -0.630  -0.033
N  1.601  0.697  0.070
N  -0.539  -0.365  -0.144
C  0.154  0.740  0.052
H  2.304  -1.107  0.655
H  -2.478  -0.532  0.883
H  0.246  -1.082  -0.282
H  2.068  1.035  -0.918
H  -2.544  0.311  -0.363

- lowest unoccupied orbital energy (eV) = 0.5
- gap between HOMO and LUMO (Ha) = 0.365
- structure (SMILES) = NNC(=O)NO
- HOMO energy (eV) = -9.42

=====

Version two
Molecular formula: CH5N3O2
Method: DFT, wB97M-V/def2-TZVPD

Element x y z (Å)
O  1.436  -0.058  1.134
O  1.638  1.266  -0.538
N  1.173  0.264  0.001
N  0.576  -0.620  -0.780
N  0.213  -1.736  -0.298
C  -1.388  1.337  0.126
H  -2.320  1.056  -0.089
H  -0.122  -2.460  -0.866
H  -0.880  1.296  1.125
H  0.294  -2.095  0.759
H  -0.621  1.751  -0.574

- lowest unoccupied orbital energy (spin up / spin down) (eV) = -1.6 / 0.2
- gap between HOMO and LUMO (spin up / spin down) (Ha) = 0.267 / 0.345
- HOMO energy (spin up / spin down) (eV) = -8.82 / -9.24

=====

Version three
Molecular formula: CH5N3O2
Method: DFT, wB97M-V/def2-TZVPD

Element x y z (Å)
O  1.753  0.947  0.049
O  -0.368  -1.902  -0.312
N  2.565  0.175  -0.344
N  -0.040  0.058  0.749
N  0.216  -1.214  0.813
C  -0.910  0.696  -0.206
H  0.011  0.450  1.712
H  0.376  -1.966  -0.910
H  -1.691  0.081  -0.765
H  -0.417  1.246  -0.982
H  -1.495  1.430  0.195

- lowest unoccupied orbital energy (spin up / spin down) (eV) = 0.5 / -0.3
- gap between HOMO and LUMO (spin up / spin down) (Ha) = 0.293 / 0.298
- HOMO energy (spin up / spin down) (eV) = -7.45 / -8.39

=====

It is version one that is the most stable of them.

=====

Version one
Molecular formula: C7H9NO2
Method: DFT, wB97M-V/def2-TZVPD

Element x y z (Å)
O  3.243  -1.162  -0.108
O  3.257  0.809  0.778
N  2.714  -0.192  0.348
C  -0.680  0.863  1.210
C  1.312  -0.100  0.363
C  0.544  -1.307  0.250
C  0.572  1.047  0.808
C  1.421  0.620  -1.772
C  -0.760  -1.474  0.625
C  -1.480  -0.373  1.301
H  2.480  0.876  -1.735
H  -1.653  -0.719  2.344
H  0.698  1.453  -1.607
H  -1.150  -2.474  0.696
H  -1.225  1.785  1.573
H  1.168  -0.312  -2.183
H  -2.405  -0.284  0.675
H  0.853  2.038  0.831
H  1.198  -2.106  -0.084

- lowest unoccupied orbital energy (spin up / spin down) (eV) = -0.7 / -0.7
- gap between HOMO and LUMO (spin up / spin down) (Ha) = 0.274 / 0.274
- HOMO energy (spin up / spin down) (eV) = -8.15 / -8.14

=====

Version two
Molecular formula: C7H9NO2
Method: DFT, wB97M-V/def2-TZVPD

Element x y z (Å)
O  -3.648  -0.232  -0.211
O  -0.231  2.930  0.046
N  -1.436  -0.630  0.003
C  0.975  0.407  1.163
C  -2.115  1.555  -0.105
C  0.808  0.356  -1.306
C  -1.366  -1.821  0.349
C  -2.546  0.287  -0.176
C  -0.772  1.862  -0.057
C  0.108  0.630  -0.020
H  -2.908  2.275  -0.075
H  0.296  0.300  2.187
H  1.519  1.311  1.182
H  -0.119  0.536  -2.079
H  1.113  -0.755  -1.402
H  -2.167  -2.354  0.889
H  1.662  0.927  -1.561
H  1.842  -0.350  1.049
H  -0.431  -2.392  0.268

- lowest unoccupied orbital energy (eV) = -0.8
- gap between HOMO and LUMO (Ha) = 0.278
- HOMO energy (eV) = -8.32

=====

Version three
Molecular formula: C7H9NO2
Method: DFT, wB97M-V/def2-TZVPD

Element x y z (Å)
O  8.531  -17.036  -13.020
O  8.629  -15.123  -14.041
N  8.408  -16.323  -13.995
C  11.160  -20.999  -16.699
C  11.306  -20.190  -14.359
C  11.590  -18.959  -14.851
C  11.649  -18.659  -16.237
C  11.454  -19.758  -17.133
C  11.081  -21.245  -15.315
C  8.231  -16.965  -15.333
H  10.822  -22.237  -14.976
H  8.369  -16.157  -16.051
H  11.791  -18.176  -14.135
H  7.306  -17.539  -15.383
H  11.281  -20.341  -13.290
H  11.094  -21.802  -17.418
H  9.056  -17.676  -15.368
H  11.856  -17.692  -16.669
H  11.553  -19.504  -18.178

- lowest unoccupied orbital energy (eV) = 0.4
- gap between HOMO and LUMO (Ha) = 0.357
- structure (SMILES) = C[N+](=O)[O-].c1ccccc1
- HOMO energy (eV) = -9.36

=====

It is version three that is the most stable of them.

=====

Version one
Molecular formula: C3H4OS3
Method: DFT, wB97M-V/def2-TZVPD

Element x y z (Å)
S  -1.082  -0.050  0.854
S  1.380  -0.054  -0.976
S  3.318  -1.791  0.833
O  -1.719  2.443  1.607
C  -1.166  1.800  0.757
C  -0.463  -0.301  -0.862
C  1.836  -1.355  0.227
H  -0.920  2.321  -0.218
H  -0.872  -1.286  -0.981
H  -1.129  0.268  -1.609
H  0.818  -1.996  0.367

- lowest unoccupied orbital energy (eV) = -0.8
- gap between HOMO and LUMO (Ha) = 0.307
- structure (SMILES) = O=CSCSC=S
- HOMO energy (eV) = -9.16

=====

Version two
Molecular formula: C3H4OS3
Method: DFT, wB97M-V/def2-TZVPD

Element x y z (Å)
S  2.645  -1.410  0.290
S  1.925  1.146  -0.986
S  -0.903  -1.437  -1.313
O  -1.985  0.525  0.464
C  -0.672  0.222  0.780
C  -0.001  -0.516  -0.295
C  1.511  -0.378  -0.258
H  -2.467  -0.282  0.263
H  0.724  1.320  -1.577
H  -0.598  -0.350  1.732
H  -0.179  1.161  0.901

- lowest unoccupied orbital energy (eV) = -1.2
- gap between HOMO and LUMO (Ha) = 0.292
- structure (SMILES) = OCC(=S)C(=S)S
- HOMO energy (eV) = -9.16

=====

It is version two that is the most stable of them.

=====

Version one
Molecular formula: C4H5ClS
Method: DFT, wB97M-V/def2-TZVPD

Element x y z (Å)
Cl  -2.680  -0.940  -0.455
S  2.790  -1.061  0.018
C  -0.195  -0.345  0.321
C  -1.611  0.007  0.553
C  1.882  0.072  -0.725
C  0.633  0.552  -0.228
H  2.145  0.543  -1.675
H  0.192  -1.402  0.452
H  0.381  1.683  -0.168
H  -1.673  1.042  0.324
H  -1.864  -0.150  1.581

- lowest unoccupied orbital energy (eV) = -0.7
- gap between HOMO and LUMO (Ha) = 0.299
- structure (SMILES) = S=C/C=C/CCl
- HOMO energy (eV) = -8.85

=====

Version two
Molecular formula: C4H5ClS
Method: DFT, wB97M-V/def2-TZVPD

Element x y z (Å)
Cl  -2.349  -1.437  0.010
S  2.580  -1.400  0.061
C  -0.517  1.202  0.043
C  -0.025  -0.180  0.103
C  -0.692  -1.334  0.019
C  1.453  -0.216  -0.147
H  -1.617  1.295  0.146
H  -0.292  1.761  -0.786
H  -0.217  1.768  0.878
H  1.831  0.789  -0.198
H  -0.155  -2.247  -0.130

- lowest unoccupied orbital energy (eV) = -0.9
- gap between HOMO and LUMO (Ha) = 0.292
- structure (SMILES) = C/C(C=S)=C\Cl
- HOMO energy (eV) = -8.81

=====

It is version two that is the most stable of them.

=====

Version one
Molecular formula: C5H14N2O3
Method: DFT, wB97M-V/def2-TZVPD

Element x y z (Å)
O  0.821  -1.028  -1.736
O  -0.476  -0.358  2.076
O  -1.777  -0.628  0.256
N  -0.724  1.362  0.588
N  0.980  -0.584  -0.380
C  -1.384  1.849  -0.603
C  -0.221  2.346  1.517
C  2.056  -1.256  0.321
C  -0.907  0.075  1.029
C  0.204  -2.293  -1.807
H  -0.658  -2.344  -1.143
H  0.207  1.821  2.369
H  -1.023  3.002  1.871
H  0.544  2.958  1.037
H  1.130  0.446  -0.468
H  -1.852  -1.505  0.657
H  -1.402  1.053  -1.344
H  -2.413  2.160  -0.400
H  -0.127  -2.393  -2.840
H  3.019  -1.199  -0.201
H  -0.828  2.706  -0.984
H  2.133  -0.788  1.299
H  1.792  -2.303  0.461
H  0.908  -3.100  -1.577

- lowest unoccupied orbital energy (eV) = 0.8
- gap between HOMO and LUMO (Ha) = 0.347
- structure (SMILES) = CN(C)C(=O)O.CNOC
- HOMO energy (eV) = -8.61

=====

Version two
Molecular formula: C5H14N2O3
Method: DFT, wB97M-V/def2-TZVPD

Element x y z (Å)
O  1.469  -0.450  -0.794
O  1.181  -0.288  1.839
O  2.806  -0.468  -0.325
N  0.126  -2.234  1.389
N  -0.741  -0.149  0.580
C  0.365  -0.887  1.144
C  0.642  1.584  -2.160
C  -1.439  -0.691  -0.578
C  -1.655  0.402  1.576
C  0.813  1.394  -0.691
H  -2.321  1.122  1.098
H  0.654  2.659  -2.381
H  -1.095  0.838  2.400
H  2.674  -0.396  0.648
H  0.897  -2.663  1.881
H  -2.118  -1.511  -0.325
H  -0.324  1.198  -2.491
H  0.104  1.956  -0.087
H  -2.014  0.106  -1.052
H  -0.250  -2.779  0.628
H  1.426  1.097  -2.732
H  1.797  1.609  -0.291
H  -0.702  -1.067  -1.282
H  -2.293  -0.380  2.005

- lowest unoccupied orbital energy (spin up / spin down) (eV) = 0.6 / 0.6
- gap between HOMO and LUMO (spin up / spin down) (Ha) = 0.340 / 0.340
- HOMO energy (spin up / spin down) (eV) = -8.63 / -8.63

=====

It is version one that is the most stable of them.

=====

Version one
Molecular formula: C4H13N2S
Method: DFT, wB97M-V/def2-TZVPD

Element x y z (Å)
S  -0.265  1.578  2.448
N  -0.165  -0.300  0.082
N  -0.711  1.276  -2.013
C  0.566  -0.694  1.295
C  -0.405  -0.107  -2.370
C  0.497  -0.668  -1.283
C  0.044  -0.246  2.630
H  1.446  -0.138  -1.436
H  0.657  -0.442  3.510
H  0.508  -1.751  -1.159
H  -1.032  -0.821  -0.050
H  -1.312  -0.714  -2.290
H  0.110  1.852  -2.165
H  -0.918  -0.724  2.884
H  0.742  -1.763  1.166
H  0.002  -0.357  -3.358
H  -0.395  0.697  -0.048
H  -1.471  1.612  -2.593
H  1.584  -0.292  1.274
H  0.520  2.000  3.477

- lowest unoccupied orbital energy (eV) = -2.9
- gap between HOMO and LUMO (Ha) = 0.371
- total charge = +1
- structure (SMILES) = NCC[NH2+]CCS
- HOMO energy (eV) = -13.03

=====

Version two
Molecular formula: C4H13N2S
Method: DFT, wB97M-V/def2-TZVPD

Element x y z (Å)
S  -1.178  3.194  1.486
N  0.057  -2.418  -1.424
N  1.119  -1.004  0.632
C  0.120  2.191  0.792
C  -0.380  0.972  0.226
C  -0.542  -1.075  -1.095
C  0.432  -0.220  -0.356
H  1.158  0.203  -1.135
H  0.913  -0.717  1.536
H  -0.893  1.456  -0.674
H  -0.813  -0.614  -2.127
H  0.939  -2.425  -0.840
H  0.776  -2.037  0.606
H  -1.155  0.601  0.961
H  0.953  1.933  1.430
H  -2.121  2.390  1.244
H  0.609  2.942  0.075
H  -0.623  -3.146  -1.272
H  -1.460  -1.341  -0.525
H  2.090  -0.884  0.462

- lowest unoccupied orbital energy (eV) = -3.8
- gap between HOMO and LUMO (Ha) = 0.316
- total charge = +1
- structure (SMILES) = NC[C@H]([NH3+])CCS
- HOMO energy (eV) = -12.43

=====

It is version one that is the most stable of them.